91
Properties=species:S:1:pos:R:3:forces:R:3 method="wB97M-V/def2-TZVPD" charge=+1 multiplicity=4 s2=3.777 e_above_lowest_kj_mol=91.94 orbital_gap_ha="0.23440 / 0.24701"
Tc 0.91555 0.93842 0.20010 0.192 1.588 0.019
F -0.75314 -5.38821 1.37602 -0.115 -0.171 -0.044
C -1.57332 -4.48882 0.77780 0.125 0.254 0.047
C -1.08507 -3.22801 0.59888 -0.055 -0.109 0.010
C -1.90198 -2.22896 0.06847 -0.008 -0.040 -0.004
C -1.37530 -0.88822 -0.07775 -0.461 0.191 -0.201
O -0.20776 -0.66308 0.34955 -0.334 -1.012 0.076
C -2.24139 0.06724 -0.66742 0.519 0.143 0.100
C -3.51215 -0.30404 -0.99025 -0.085 -0.210 0.024
N -4.02907 -1.53399 -0.78287 -0.034 0.301 -0.031
C -5.41783 -1.77688 -1.10416 -0.145 -0.093 -0.178
C -6.43704 -0.77557 -0.66075 -0.042 0.092 0.017
C -6.38272 -2.12107 -0.00572 -0.022 -0.074 0.096
C -3.22308 -2.53876 -0.28875 0.319 -0.053 0.207
C -3.68037 -3.85067 -0.13763 -0.087 -0.162 0.019
C -2.88158 -4.84979 0.40472 -0.045 0.114 -0.126
N -3.40643 -6.15440 0.51996 0.031 -0.105 0.050
C -4.71280 -6.33617 1.11865 0.161 0.008 0.165
C -4.59265 -6.58491 2.62625 -0.306 0.363 -0.297
N -3.74987 -7.80550 2.83904 0.035 -0.006 0.036
C -2.39082 -7.63486 2.22563 0.417 0.048 -0.396
C -2.56890 -7.31873 0.73858 -0.035 0.103 0.110
C -1.85748 1.51852 -0.94605 -0.316 -0.325 0.019
O -2.70673 2.24222 -1.42351 0.091 0.020 0.002
O -0.65587 1.85570 -0.64604 0.263 0.217 -0.078
H -0.07096 -2.98237 0.88511 0.006 -0.042 0.038
H -4.16208 0.43749 -1.43593 -0.033 0.006 0.047
H -5.55866 -2.25478 -2.06669 -0.005 0.014 0.010
H -7.25523 -0.55131 -1.32885 0.031 -0.055 -0.059
H -6.09385 0.07397 -0.08661 0.048 -0.034 0.027
H -7.16287 -2.83554 -0.23115 0.014 -0.004 -0.052
H -6.00674 -2.17661 1.00755 0.079 0.091 -0.023
H -4.67384 -4.10352 -0.47676 0.013 0.005 -0.030
H -5.20587 -7.19293 0.64547 -0.057 0.044 -0.021
H -5.33768 -5.46251 0.95968 -0.039 -0.032 0.031
H -5.56847 -6.73132 3.08680 0.056 -0.147 0.058
H -4.09365 -5.74243 3.10475 0.069 -0.094 0.075
H -4.21020 -8.59951 2.38691 -0.022 -0.063 0.133
H -3.66696 -8.01806 3.83345 -0.027 -0.044 0.001
H -1.80726 -8.54295 2.37023 -0.161 -0.084 0.076
H -1.89214 -6.81673 2.73865 -0.088 0.024 0.076
H -3.04796 -8.17364 0.24570 0.005 0.008 -0.009
H -1.59629 -7.19185 0.27797 0.042 -0.010 0.001
C 4.04872 4.49384 -5.71589 0.011 -0.107 0.123
C 4.77723 4.78300 -4.40761 0.116 0.215 -0.415
C 4.93507 6.28462 -4.20841 0.094 -0.059 0.214
C 5.69781 6.56395 -2.92298 -0.096 -0.031 -0.071
C 4.97007 5.93108 -1.76984 0.115 0.135 -0.050
C 5.05317 6.47136 -0.50819 -0.030 -0.014 -0.052
C 4.35066 5.90104 0.54994 -0.103 -0.185 -0.102
F 4.44889 6.46146 1.76173 0.014 0.042 0.015
C 3.56891 4.79717 0.37202 0.023 0.074 0.098
C 3.48751 4.21394 -0.89976 -0.033 -0.059 -0.005
C 2.70145 3.00187 -1.06357 0.256 0.100 -0.614
O 2.08114 2.55474 -0.04439 0.016 0.146 0.232
C 2.72023 2.42684 -2.35243 -0.319 -0.373 0.395
C 3.39927 3.05524 -3.36339 0.072 0.187 -0.043
N 4.08085 4.19562 -3.23697 -0.095 -0.185 -0.006
C 4.18010 4.78299 -1.98417 -0.100 0.017 0.424
C 2.04136 1.11230 -2.72964 0.281 0.499 -0.220
O 2.04624 0.78512 -3.90452 -0.043 -0.076 0.163
O 1.54446 0.44573 -1.75745 -0.353 -0.424 0.542
H 4.49288 5.10080 -6.50290 0.030 0.004 0.008
H 2.99262 4.75465 -5.63745 -0.013 0.001 -0.010
H 4.13529 3.45323 -6.02175 -0.048 0.002 -0.034
H 5.77615 4.33598 -4.45133 -0.020 -0.003 0.065
H 3.94893 6.75467 -4.16074 -0.026 -0.015 -0.065
H 5.46319 6.69820 -5.06638 -0.017 -0.039 -0.032
H 5.79579 7.63604 -2.75402 0.025 -0.010 0.023
H 6.70872 6.15163 -2.99577 0.009 0.021 -0.008
H 5.65765 7.35192 -0.33322 -0.007 0.011 0.021
H 3.01026 4.36155 1.18596 0.037 0.034 0.047
H 3.36948 2.57914 -4.33199 -0.014 0.042 -0.018
O 2.40659 -0.00305 1.08229 0.375 -0.835 -0.775
N 2.90292 0.22582 2.25265 -0.166 0.632 0.661
C 3.92104 -0.47441 2.60893 0.186 -0.164 -0.026
C 4.56157 -1.48689 1.81978 -0.114 -0.128 -0.385
N 5.06484 -2.29722 1.17931 -0.026 0.019 0.064
C 4.46784 -0.21796 3.90641 0.086 0.072 0.264
N 4.94347 -0.05242 4.93876 -0.043 0.008 -0.032
C -0.51164 2.49720 4.64743 -0.007 -0.018 0.019
C -1.27913 1.59332 3.92952 -0.066 0.015 0.019
C -0.88022 1.18793 2.66372 0.040 -0.018 -0.062
C 0.30467 1.65409 2.08590 -0.206 -0.330 -0.248
C 1.06068 2.55232 2.83441 0.199 0.107 -0.203
C 0.66615 2.97599 4.09366 -0.080 0.010 -0.005
H -0.83136 2.82658 5.62752 0.024 -0.015 0.016
H -2.19538 1.20058 4.35458 -0.017 0.036 -0.003
H -1.51626 0.48777 2.13333 -0.002 0.008 0.010
H 1.98984 2.92512 2.42427 0.027 -0.018 0.044
H 1.27878 3.67866 4.64362 0.017 0.001 -0.005

---

23
Properties=species:S:1:pos:R:3:forces:R:3 method="wB97M-V/def2-TZVPD" multiplicity=4 s2=3.769 e_above_lowest_kj_mol=0.00 orbital_gap_ha="0.24270 / 0.20946"
Bi -1.91483 0.24697 0.91994 0.692 -0.218 -0.591
Cl -0.84741 1.26700 2.93923 -0.444 -0.134 -0.362
C -2.82121 -1.63568 1.91043 0.977 1.088 0.030
C -3.38830 1.93482 0.38279 0.562 0.502 2.035
H -3.85887 -1.71214 1.60723 0.043 -0.454 0.156
H -2.10418 -2.41510 1.59848 -0.722 0.244 -0.248
H -2.64753 -1.47545 2.97461 -0.486 0.006 -0.005
H -4.24687 1.61961 -0.18111 -0.144 -0.101 -0.482
H -2.77255 2.74848 -0.06601 -0.521 -0.826 0.044
H -3.73816 2.30862 1.37420 0.099 -0.144 -0.758
Re 1.28934 -0.75924 -1.13247 -2.135 -2.732 3.598
C 1.58271 1.25304 -0.64798 -0.098 -0.404 3.159
C 1.14213 -0.59897 -3.10391 -0.738 -0.718 -1.802
H 1.55223 1.86697 -1.49712 -0.546 0.881 -1.344
H 0.98532 1.63282 0.21283 0.064 -0.088 -0.865
H 2.61856 1.27798 -0.28103 -0.339 0.033 -0.085
H 1.48125 0.17641 -3.82302 -0.167 -0.300 0.772
H 0.69088 -1.45251 -3.65145 0.277 0.442 0.225
O 2.96707 -0.85093 -1.05292 -0.240 0.480 -4.055
Cl 4.20488 -1.47598 0.38093 1.218 -3.869 3.326
O 5.56531 -1.38813 -0.09026 1.183 1.059 -0.270
O 3.60140 -0.48377 1.24297 0.418 1.221 0.622
O 0.65883 -2.08483 -0.01637 1.048 4.032 -3.102

---

18
Properties=species:S:1:pos:R:3:forces:R:3 method="wB97M-V/def2-TZVPD" charge=+1 e_above_lowest_kj_mol=435.96 orbital_gap_ha=0.24660
C -1.47386 -1.74765 -3.26219 -0.166 1.658 1.969
C -1.02187 -0.97346 -2.22830 -1.493 -1.217 -2.175
C 0.65503 -0.36405 1.10502 -0.511 0.222 0.738
C 0.90799 1.66826 2.51418 0.046 0.964 0.408
C -0.02706 0.75730 1.70163 -0.396 1.402 1.393
N -0.81409 -0.14589 -1.31941 0.224 0.822 -0.842
O -0.80693 -2.11960 -4.37985 -1.558 -1.317 0.258
O 1.79978 -0.75931 1.51696 -0.480 -0.285 -1.020
H -2.56492 -2.10362 -3.19794 1.993 0.516 -0.152
H 1.42737 1.22040 3.37974 -0.325 -0.213 -0.370
H 0.44263 2.57580 2.94803 -0.225 -0.723 -0.349
H 1.66353 2.08722 1.84139 0.072 -0.183 0.039
H -0.94335 0.39364 2.26076 0.991 -0.153 -0.242
H -0.56269 1.30931 0.91579 0.393 -0.091 -0.111
H -0.95549 0.85727 -1.64104 -0.104 -1.352 0.372
H 0.00156 -1.70117 -4.61848 0.932 0.893 0.315
H 0.00231 -0.72002 0.24054 1.578 -0.833 0.322
H 2.27004 -0.23444 2.22317 -0.972 -0.111 -0.553

---

98
Properties=species:S:1:pos:R:3:forces:R:3 method="wB97M-V/def2-TZVPD" orbital_gap_ha=0.35546
C 6.29465 -5.67916 3.05390 -0.171 0.033 0.097
Si 8.02274 -5.01898 2.93323 -0.171 -0.231 -0.076
C 8.40143 -4.56779 1.17201 -0.043 -0.032 -0.107
C 9.18600 -6.31629 3.57391 0.188 -0.011 0.121
O 7.97086 -3.63197 3.91725 -0.071 0.087 0.034
S 9.11621 -2.76790 4.58642 0.132 -0.098 0.199
O 9.56266 -3.42485 5.80118 -0.143 0.038 -0.107
O 10.29400 -3.12467 3.50431 0.305 0.015 -0.099
H 6.25227 -6.70549 2.67870 -0.024 0.052 -0.028
H 5.96276 -5.69024 4.09558 0.039 -0.048 -0.038
H 5.57622 -5.07597 2.49355 0.019 -0.058 0.002
H 7.50447 -4.18184 0.68030 0.073 0.043 0.010
H 9.20726 -3.84643 1.05087 0.034 0.002 0.063
H 8.68767 -5.48736 0.64995 -0.018 0.083 -0.025
H 9.23920 -7.09913 2.81004 0.017 -0.014 0.084
H 10.20521 -5.97981 3.77815 -0.115 0.002 -0.070
H 8.79323 -6.76379 4.48960 0.027 0.018 -0.019
H 10.97505 -3.62146 3.99118 -0.129 0.119 -0.046
C 2.95591 -2.84117 -0.99506 -0.006 -0.024 0.011
O 2.00059 -2.14047 -0.22051 0.028 0.049 0.026
C 1.28916 -2.94974 0.69892 -0.044 -0.057 -0.061
C 1.85099 -2.85254 2.10079 -0.015 0.066 0.095
O 3.18131 -3.32563 2.18259 0.024 -0.063 -0.088
C 4.16000 -2.30365 2.15418 0.035 -0.008 0.004
H 3.62203 -2.10059 -1.43645 -0.010 -0.001 -0.020
H 3.54181 -3.52925 -0.38150 0.021 0.014 -0.006
H 2.47212 -3.40349 -1.80078 -0.011 -0.017 0.019
H 1.29050 -3.99392 0.36783 0.004 0.005 0.004
H 0.25194 -2.60143 0.71402 -0.003 -0.011 -0.011
H 1.23633 -3.46556 2.76642 0.005 0.008 0.008
H 1.79332 -1.81486 2.44958 -0.001 -0.008 0.001
H 4.22854 -1.79535 3.12181 -0.026 0.007 -0.002
H 3.95333 -1.56442 1.37633 0.006 -0.013 -0.007
H 5.11499 -2.78391 1.94427 0.029 0.045 0.030
C 0.40785 3.23776 -1.16413 -0.078 -0.007 -0.060
O 0.36100 2.00974 -0.46276 0.032 0.017 0.074
C 1.31284 1.05339 -0.89978 -0.045 -0.023 -0.092
C 2.53678 1.01704 -0.01151 0.074 -0.026 0.077
O 3.26185 2.23479 -0.02765 -0.038 0.043 -0.072
C 2.97608 3.08737 1.06266 -0.012 0.006 0.025
H -0.12969 3.97382 -0.56569 -0.011 -0.003 0.001
H 1.43413 3.58118 -1.31243 -0.001 0.004 0.009
H -0.08687 3.14731 -2.13800 0.062 0.003 -0.030
H 1.60990 1.25823 -1.93451 -0.003 0.010 0.004
H 0.84014 0.06947 -0.86901 0.010 0.001 -0.019
H 3.20281 0.22807 -0.36844 -0.007 0.001 0.007
H 2.24035 0.76339 1.01349 0.006 -0.005 -0.002
H 3.45065 2.72564 1.98210 -0.013 -0.025 -0.003
H 1.90056 3.17827 1.23502 0.005 0.019 -0.005
H 3.38237 4.06868 0.82248 0.018 -0.006 0.011
C -1.76696 4.05531 -4.82275 -0.025 0.018 0.058
O -1.16313 2.77627 -4.85624 0.043 -0.012 -0.094
C -2.07250 1.70571 -4.67556 -0.024 0.022 0.122
C -2.49311 1.07197 -5.98413 0.036 -0.071 -0.073
O -3.20854 1.96443 -6.81678 -0.038 0.071 0.060
C -2.42076 2.56949 -7.82383 0.018 -0.002 -0.007
H -1.05164 4.76481 -5.23560 0.016 -0.006 0.019
H -2.68525 4.08701 -5.41343 0.014 -0.005 -0.021
H -1.99972 4.34848 -3.79248 -0.024 -0.004 -0.004
H -2.95841 2.04568 -4.12747 0.007 0.004 -0.002
H -1.57157 0.94744 -4.06614 -0.010 0.001 0.009
H -3.15135 0.22636 -5.76383 0.009 -0.008 -0.004
H -1.61044 0.68580 -6.50660 -0.008 0.004 -0.003
H -2.20734 1.86333 -8.63383 0.014 -0.017 0.018
H -1.47605 2.94627 -7.42474 -0.007 0.018 -0.008
H -2.99628 3.40100 -8.22712 -0.006 -0.013 -0.016
C -4.73180 1.32991 2.70785 -0.030 0.012 0.002
O -4.53031 2.38325 1.78298 0.131 -0.021 -0.054
C -4.22119 3.62893 2.37848 -0.093 0.007 0.060
C -2.73698 3.92878 2.36489 0.093 0.044 -0.065
O -1.98514 3.01762 3.14053 -0.106 -0.041 0.052
C -1.39572 1.97443 2.38051 0.032 0.012 0.010
H -4.68806 0.39737 2.14788 -0.022 -0.002 0.002
H -3.96121 1.32570 3.48193 0.006 -0.022 -0.006
H -5.71781 1.40681 3.17883 0.008 0.021 0.016
H -4.59645 3.66465 3.40753 0.002 -0.010 -0.007
H -4.73774 4.40515 1.80466 -0.004 0.011 0.014
H -2.58260 4.92747 2.78507 0.001 0.003 -0.010
H -2.37644 3.93814 1.32923 0.010 -0.005 0.008
H -0.53399 2.33350 1.81079 -0.038 0.000 -0.003
H -2.10970 1.53246 1.68201 0.007 -0.018 0.002
H -1.06716 1.21316 3.08724 0.025 0.005 0.000
C -7.56584 2.24680 0.42433 -0.002 0.015 -0.002
O -7.96312 0.89984 0.61799 0.056 -0.065 -0.053
C -9.33400 0.66008 0.37077 -0.049 0.060 0.062
C -9.58494 0.08521 -1.00780 0.015 -0.095 -0.051
O -9.22325 0.97558 -2.04599 -0.004 0.087 0.036
C -7.94411 0.72840 -2.59756 0.014 -0.008 0.005
H -6.47887 2.26059 0.37508 -0.030 0.017 0.023
H -7.98690 2.65941 -0.49553 0.018 -0.001 -0.012
H -7.88348 2.86972 1.26900 -0.032 0.003 -0.007
H -9.91324 1.58216 0.49590 0.010 -0.004 0.003
H -9.68443 -0.06185 1.11491 -0.012 0.009 0.004
H -10.65420 -0.12240 -1.11012 0.001 -0.009 0.004
H -9.04525 -0.86314 -1.11294 -0.004 0.007 -0.008
H -7.96161 -0.15049 -3.25175 -0.007 -0.017 0.021
H -7.19198 0.57757 -1.81981 0.010 0.014 -0.008
H -7.67493 1.60075 -3.19080 -0.008 -0.012 -0.018

---

47
Properties=species:S:1:pos:R:3:forces:R:3 method="wB97M-V/def2-TZVPD" charge=+1 orbital_gap_ha=0.25231
Hf 0.96266 -0.38395 -0.38802 -1.052 4.045 -3.978
C 2.80054 -2.69481 -0.72652 0.293 -0.095 0.137
N 1.86819 -3.63800 -0.12978 -0.994 0.245 0.690
C 2.51324 -4.88969 0.24184 -0.031 -0.280 0.120
P 0.68449 -3.01692 0.85765 1.086 -2.833 1.482
O -0.01921 -1.91307 0.14979 -2.153 -2.278 0.631
O 1.44557 -2.40627 2.15150 -0.191 0.178 -0.096
P 1.91604 -0.85485 2.38643 -0.239 -0.522 2.883
O 2.21726 -0.31725 1.02720 3.341 -0.167 2.921
N 3.27419 -0.84296 3.27742 -0.777 0.056 -0.634
C 3.30043 -1.47008 4.58568 -0.074 -0.123 0.336
C 4.58257 -0.58615 2.68570 0.285 0.204 -0.323
N 0.66192 -0.20749 3.21611 1.003 -0.433 -0.321
C -0.74472 -0.54390 3.05412 -0.426 -0.231 -0.085
C 0.88474 1.02936 3.95898 0.090 0.353 0.110
N -0.37914 -4.06037 1.50968 0.830 0.340 -0.614
C -1.52751 -4.47794 0.71512 -0.367 0.049 -0.366
C -0.04349 -4.95774 2.60401 0.123 -0.050 0.414
H 3.26182 -3.15611 -1.60329 -0.193 0.228 -0.021
H 3.59560 -2.39316 -0.03057 -0.139 0.018 -0.094
H 2.24935 -1.81084 -1.06031 0.954 -0.776 -0.833
H 2.97568 -5.31615 -0.64809 -0.053 -0.036 0.038
H 1.76680 -5.58320 0.61669 0.030 -0.157 -0.002
H 3.28694 -4.74275 1.00274 -0.013 0.004 -0.013
H 2.28751 -1.52634 4.97840 0.014 -0.052 0.141
H 3.91545 -0.87518 5.26222 -0.084 0.016 -0.005
H 3.72585 -2.47640 4.53242 -0.041 0.030 -0.015
H 4.48107 0.01638 1.78276 0.022 -0.083 0.058
H 5.10968 -1.51469 2.44947 -0.068 -0.010 0.017
H 5.18753 -0.02573 3.39831 -0.056 0.008 0.028
H -0.86669 -1.48320 2.51271 -0.070 0.157 0.128
H -1.28986 0.24796 2.52189 0.267 -0.173 0.034
H -1.20562 -0.65345 4.03721 0.102 -0.060 0.052
H 1.95118 1.23160 4.00883 -0.004 0.138 0.106
H 0.48915 0.92012 4.96953 0.035 -0.038 0.017
H 0.38615 1.87542 3.47933 0.040 -0.110 -0.095
H -1.71334 -3.74979 -0.07102 -0.101 -0.028 -0.045
H -2.40593 -4.52060 1.35821 0.013 0.011 0.023
H -1.37414 -5.45826 0.26033 0.069 0.001 0.037
H 0.85972 -4.61190 3.10229 -0.015 -0.109 0.067
H 0.09537 -5.98492 2.25712 0.035 0.076 -0.044
H -0.86253 -4.95055 3.32410 0.024 0.005 0.010
Se 3.50275 1.40100 -1.26444 -0.574 -0.429 0.124
Sb 1.26186 1.93793 -1.95169 -1.108 1.715 -1.758
Se -0.39915 1.49403 0.16915 -0.575 1.613 0.448
Se 0.34901 -0.44372 -2.72276 0.257 0.213 -2.246
Se 0.31915 3.71658 -3.24412 0.484 -0.631 0.539